Entry 1:
This record from OMol25 describes C24H26N4PdSi as an isolated structure at a distorted geometry. The level of theory is the ωB97M-V functional and the def2-TZVPD basis.

The geometry in XYZ format:
```
56
Properties=species:S:1:pos:R:3
C 2.10591 -1.43387 5.24352
H 2.78678 1.51245 -1.94028
C 3.73952 0.75638 -3.72253
H 4.45823 1.58255 -3.78148
C 2.35285 -0.39782 4.36446
C -0.20819 2.82479 1.09266
C -0.94181 -1.46369 3.27268
H -2.14695 1.40405 -0.64554
C 2.80564 -1.28856 -4.63856
C -1.10488 2.02105 1.89730
C 1.81955 -0.29247 -2.64221
H -1.20975 -5.01307 -0.77828
C 3.73323 -0.24398 -4.70555
H 2.68992 -1.81222 6.05706
Si 0.35289 -0.10947 -1.45516
N -1.82926 -2.36877 3.82235
H 0.27398 1.07853 -4.19812
N 1.28061 -0.29327 3.48909
C 0.50692 2.90827 3.29382
H -0.67119 -4.56725 -0.49587
H -1.60432 1.97835 -5.56358
H 0.43629 -2.76355 -1.82348
C -2.04030 1.48533 -1.72944
N 0.87641 -1.94863 4.89867
H -3.76162 2.58720 -4.47367
C 1.89341 -1.35479 -3.57233
H -1.64540 -2.98687 4.60840
C -0.39393 -2.12590 -1.53580
C 0.38109 -1.23987 3.83665
H 4.45328 -0.20004 -5.52403
N -1.53092 -0.83779 2.23699
C -0.68902 1.28840 -3.72396
H 1.06672 3.15277 4.18027
H -1.25043 -2.22249 -2.20624
H 3.20785 0.25275 4.30147
H 1.58375 4.03893 1.67853
C -1.74249 1.80866 -4.49205
H -0.69982 -2.29705 -0.49731
C -2.95575 2.14572 -3.88182
H -3.51435 -0.96114 1.41945
H -4.00140 2.37165 -2.00148
C -3.08486 2.02249 -2.49035
H -0.27411 2.95678 0.00976
Pd 0.82648 1.33217 1.98149
C -3.02089 -2.28639 3.12245
C -0.86442 0.99785 -2.35272
C 0.77394 3.37985 1.97455
H 2.76938 -2.04439 -5.42749
C -0.64579 2.06567 3.23876
H -3.88502 -2.86862 3.36640
H 1.19314 -2.18738 -3.49891
C -2.81608 -1.32276 2.15292
H -1.93294 1.41899 1.51391
C 2.80214 0.72505 -2.68640
H -1.11871 1.57357 4.07909
H 0.41469 -2.73817 5.35195
```

Net charge: +2
2S+1: 5
ΔE to the lowest compared entry with this formula, charge and spin: 0.000 eV
Molar mass: 505.01 g mol⁻¹
Maximum force: 0.1484 hartree/bohr


Entry 2:
This record from OMol25 describes C24H26N4S2SiW as an isolated structure at a distorted geometry. The level of theory is the ωB97M-V functional and the def2-TZVPD basis.

The geometry in XYZ format:
```
58
Properties=species:S:1:pos:R:3
H 0.58036 0.24367 -0.31108
H 2.21100 2.55958 2.35884
H -2.75501 0.10617 -1.85331
C -2.50616 0.62849 -2.78370
C 1.34035 -1.05305 -3.62769
H -3.54714 3.21969 -4.74544
Si -0.33396 -1.14112 -2.86080
H 3.10254 0.59834 2.38774
S 2.96929 -2.19700 4.77675
C 2.49293 -0.95003 3.62184
C 3.37032 0.24411 -3.95432
C -2.97150 2.34820 -4.42970
H 4.34830 -0.22703 3.32154
H -1.23719 1.48777 4.83023
S -3.53488 -1.95511 4.10753
C 1.19263 2.31191 2.65700
C 0.79227 1.80341 3.93137
H -2.99135 0.78309 1.72228
H -0.13354 -1.24353 -1.41394
H 4.99526 -0.77068 -4.95754
C -2.74166 -0.74693 3.09006
H -4.45125 0.06837 2.39479
H -1.25353 0.44201 -0.29390
C 3.24488 -2.03484 -4.77037
N -3.44819 0.10877 2.33895
H -0.49880 -1.10593 0.41684
C -1.20432 0.73476 -4.83866
H 3.91618 1.18235 -3.83585
C -1.97055 1.82939 -5.25735
C -0.62322 1.74928 3.96336
C -1.42172 0.17717 -3.55924
H 3.70517 -2.87642 -5.29285
W 0.04082 0.40782 2.21333
C 2.05782 0.14868 -3.48380
C 3.97034 -0.84995 -4.58972
C 1.31328 -2.69072 4.90942
H 1.35702 -3.05936 -4.44720
C -0.38095 -0.03601 0.15288
H -0.43409 0.32140 -5.49570
C 1.93212 -2.14333 -4.29599
H 0.95627 -3.50209 5.53383
N 1.15514 -0.92382 3.39244
H -4.04243 2.12191 -2.56085
H -2.15832 2.45293 2.48474
H 1.58034 1.01496 -3.01027
H -1.00928 -2.46007 -2.98253
H -1.77906 2.27706 -6.23380
C -0.94060 -1.85850 3.98775
C 0.46640 -1.91631 4.13317
H 1.45596 1.59088 4.77207
C 0.01171 2.60388 1.91234
C -1.11484 2.23685 2.71272
H -0.03076 3.07572 0.92997
N -1.38669 -0.82175 3.12953
C -3.24606 1.73735 -3.19912
C -1.97877 -2.55343 4.58051
H -1.81473 -3.38191 5.26279
N 3.38185 -0.11708 3.05807
```

Net charge: +2
2S+1: 3
ΔE to the lowest compared entry with this formula, charge and spin: 0.246 eV
Molar mass: 646.56 g mol⁻¹
Maximum force: 0.0607 hartree/bohr


Entry 3:
This record from OMol25 describes C24H26N4SiY as an isolated structure at a distorted geometry. The level of theory is the ωB97M-V functional and the def2-TZVPD basis.

The geometry in XYZ format:
```
56
Properties=species:S:1:pos:R:3
C -3.18881 1.97765 -2.36816
C -0.35683 -1.00060 4.40786
H 3.96296 -2.39605 -3.63855
Si -0.06967 -0.55362 -1.40049
H -1.04398 -3.71020 -3.93423
C -0.89113 2.73821 2.48170
C -0.63257 0.97004 5.35387
C 0.51109 2.70783 2.75185
C -2.77526 2.58801 -3.56003
N -0.40875 0.32187 4.13975
H -0.02135 -5.10580 2.36489
C -1.16700 0.61414 -2.33281
H -2.71979 0.56425 -0.80706
C 0.14455 -3.07279 1.47953
C 4.24841 -0.30178 -3.18469
H -1.97635 -2.68174 -2.82345
C -2.39948 1.00104 -1.75798
H -0.91582 0.14268 7.39667
H -4.13340 2.27279 -1.90913
C 1.66846 -0.43354 -2.03829
Y -0.07512 0.53476 1.80182
H 5.23564 -0.24537 -3.65289
C 1.20883 2.63076 1.50523
C -0.73309 0.04095 6.34305
H -0.26895 -2.28283 -3.31813
N -0.19992 -3.36617 3.64043
H 4.25500 1.75846 -2.53466
H -2.01356 2.70844 0.52366
C -1.24071 -2.67494 -3.63034
C -0.01599 -4.03524 2.43113
H -0.58482 -1.95190 -1.30328
H 0.30765 -3.11800 0.41054
H 0.43126 2.60988 -0.59975
H -1.21040 2.70313 -5.04435
C 3.53381 -1.50535 -3.18128
H -0.69933 2.04703 5.41137
H 2.01529 1.64962 -1.48572
H -0.57247 -2.10911 6.18762
C -0.74573 1.24759 -3.51990
N 0.05028 -1.81982 2.08358
N -0.55492 -1.19965 5.72998
C -1.55068 2.22084 -4.12657
H -1.66201 2.86481 3.23951
H 2.29131 2.63050 1.37608
H -0.35591 -3.78677 4.55591
H -1.59996 -2.09468 -4.48207
C 0.22882 2.62417 0.46687
C -0.15867 -2.03788 3.40591
C 2.27310 -1.58609 -2.58477
H 0.23344 1.01313 -3.94452
H 0.95044 2.81260 3.74073
C -1.06881 2.67944 1.06397
H 1.75004 -2.54418 -2.54532
C 2.41907 0.76403 -1.98416
H -3.39974 3.35075 -4.03607
C 3.69154 0.82471 -2.56486
```

Net charge: +1
ΔE to the lowest compared entry with this formula, charge and spin: 0.000 eV
Molar mass: 487.49 g mol⁻¹
Maximum force: 0.0625 hartree/bohr


Entry 4:
This record from OMol25 describes C24H26N5O8Ti as an isolated structure at a distorted geometry. The level of theory is the ωB97M-V functional and the def2-TZVPD basis.

The geometry in XYZ format:
```
64
Properties=species:S:1:pos:R:3
O -1.81684 0.44699 -8.18563
C -0.16314 0.26329 -3.56340
C 2.65183 -3.91485 -0.58343
H 3.58938 -0.40295 2.84954
C -1.65704 3.02365 0.76082
N -2.08785 1.14546 -7.24913
H 4.09123 1.81883 2.01326
O 1.53288 -1.77078 -3.56264
H 5.10076 -0.48155 1.96230
H 4.32722 -2.61368 -0.92861
C 4.03196 -0.31324 1.86138
C 0.51863 2.32063 -0.32731
C -1.39834 -1.51451 1.25094
H 4.65621 2.35634 -0.26775
O 0.56284 0.31785 -2.47539
C 1.83892 1.80442 -0.21777
H -2.21920 -3.34185 0.90673
H 2.87552 -0.59555 -1.17471
N -1.97386 1.19618 -2.33588
C -0.39476 -0.10270 -5.95494
O 1.97517 -1.55706 -5.65915
N 1.35664 -1.28789 -4.67517
C -2.03345 1.26417 -4.78756
H -1.66001 -2.11767 3.27467
H 5.73025 1.11689 0.34621
H 0.76155 -4.93435 -0.43216
H -0.47366 1.81200 2.87662
H -2.38952 2.50847 1.37867
Ti 0.07951 0.13131 -0.82398
H 3.25328 -4.79863 -0.44027
C 0.25917 -0.35061 -4.75939
O -0.64692 -0.60393 0.81873
H 1.79923 0.98537 3.06776
H -1.32758 -3.81366 -1.12638
H 0.26296 2.91957 -1.20888
O -1.61851 0.34573 -1.34650
H -1.96309 -0.40620 2.97344
O -2.79627 2.06892 -2.08220
H 3.61364 -1.09172 1.22447
C 0.52470 -2.82224 -0.70587
O -2.77395 2.12909 -7.22970
H -1.35172 -2.05511 -1.44863
H -1.53963 4.03010 1.16695
C 1.43961 1.30886 2.09941
C -2.08780 -1.40628 2.56723
C -0.99236 -2.84450 -0.75502
H -3.14687 -1.64181 2.47162
C 3.79586 1.07780 1.25823
H 2.53045 1.96993 -1.04373
C 3.25480 -2.69031 -0.82970
C -1.48435 0.76738 -5.95587
H -2.92395 1.87881 -4.81356
H 4.47083 0.67143 -0.79465
C -0.33620 2.33225 0.79318
H -0.06006 -0.56064 -6.87810
C 2.44890 -1.56892 -0.94885
N -1.58417 -2.63301 0.55867
C 1.26424 -3.98668 -0.55364
N 1.11844 -1.62738 -0.83986
C 2.32809 1.34405 1.00918
C 4.70326 1.31722 0.05152
C -1.42943 0.92715 -3.56900
H -2.05104 3.12380 -0.24913
C 0.14986 1.78567 1.99311
```

Net charge: +2
2S+1: 2
ΔE to the lowest compared entry with this formula, charge and spin: 0.508 eV
Molar mass: 560.37 g mol⁻¹
Maximum force: 0.0494 hartree/bohr